(1)
This record from the Open Molecules 2025 dataset describes a structure of composition C34H30GeI2IrN2O3. The level of theory is wB97M-V/def2-TZVPD.

```
73
Properties=species:S:1:pos:R:3:forces:R:3
Ir -0.879598 0.140758 -1.916344 0.321 -0.048 0.762
I 3.136911 -6.379619 -2.169120 -0.002 0.001 0.004
C 1.864684 -4.752789 -2.434312 -0.021 -0.011 0.002
C 0.758108 -4.858561 -3.268429 0.038 -0.020 0.013
C -0.074113 -3.771636 -3.443823 -0.043 0.049 0.023
I -1.758757 -3.965638 -4.654199 0.014 -0.006 0.023
C 0.138892 -2.538481 -2.794480 0.057 -0.154 0.176
O -0.759608 -1.585624 -3.011583 -0.228 0.511 -0.573
C 1.273425 -2.462617 -1.948700 -0.030 0.144 -0.101
C 1.637025 -1.188191 -1.220742 -0.058 -0.051 -0.034
N 1.110557 -0.076466 -2.032913 0.023 -0.149 0.010
C 1.683994 1.280885 -1.892219 -0.009 -0.045 -0.055
C 0.889897 2.114770 -2.867764 -0.013 -0.073 -0.032
C 1.309500 3.297036 -3.438040 0.016 -0.022 -0.046
C 0.476684 3.931359 -4.349541 0.007 0.007 -0.001
C -0.742363 3.360585 -4.680592 0.011 -0.006 -0.004
C -1.115245 2.178550 -4.073087 0.035 -0.024 -0.035
N -0.310422 1.582249 -3.188154 0.057 0.060 0.142
C 2.119248 -3.556878 -1.794053 -0.053 0.009 0.037
H 0.543427 -5.786923 -3.779337 0.005 0.002 -0.007
H 2.720121 -1.090312 -1.114615 0.013 -0.018 -0.072
H 1.190379 -1.103204 -0.229195 0.077 -0.054 -0.056
H 1.259459 -0.357289 -3.005733 -0.036 -0.038 -0.010
H 2.744032 1.262891 -2.151739 0.005 0.055 0.037
H 1.567765 1.625698 -0.862456 -0.042 -0.011 -0.072
H 2.273674 3.709564 -3.175011 0.000 -0.003 0.005
H 0.783127 4.863352 -4.804706 0.001 -0.003 -0.005
H -1.407043 3.823858 -5.394526 0.000 -0.001 -0.001
H -2.058379 1.688730 -4.268326 -0.015 0.016 0.026
H 2.989705 -3.460856 -1.155956 0.007 0.001 0.001
O -2.814732 1.602746 -1.496929 -0.125 -0.561 -0.150
C -2.098957 2.017421 -0.568499 0.018 0.033 -0.095
O -0.865361 1.644103 -0.550864 -0.111 0.332 -0.192
C -2.559084 2.791643 0.622047 -0.001 0.023 -0.030
C -2.384314 1.929927 1.890655 -0.049 0.004 0.035
Ge -0.876180 0.664557 2.066216 -0.012 -0.031 0.053
C 0.887361 1.425505 1.707043 0.078 -0.003 0.058
C 1.052844 2.769452 1.372810 0.046 0.038 0.076
C 2.308919 3.289383 1.090134 -0.027 0.016 0.021
C 3.427115 2.465831 1.130300 0.028 -0.018 0.012
C 3.283256 1.128483 1.471150 0.029 0.014 -0.015
C 2.023633 0.618427 1.763912 -0.031 0.023 0.013
C -0.922856 0.015377 3.900360 0.008 0.037 -0.019
C -1.899768 -0.899867 4.294651 0.018 -0.016 0.004
C -1.988851 -1.316603 5.614447 0.001 -0.003 -0.004
C -1.097488 -0.822580 6.557485 0.001 -0.004 0.006
C -0.118507 0.083861 6.178764 0.007 0.005 -0.001
C -0.033324 0.501489 4.856923 0.006 -0.025 -0.002
C -1.137618 -0.964437 0.965465 -0.006 0.081 -0.034
C -2.066577 -1.062356 -0.097861 0.053 0.048 -0.035
C -2.282938 -2.285920 -0.754498 0.028 -0.026 -0.054
C -1.554902 -3.407072 -0.400162 -0.038 0.002 0.000
C -0.634187 -3.314733 0.633581 0.007 0.018 0.047
C -0.431295 -2.112220 1.307666 -0.028 -0.066 0.041
H -3.595005 3.096023 0.485798 0.010 0.006 -0.008
H -1.944127 3.690970 0.687310 -0.008 -0.004 0.018
H -3.276199 1.315513 2.043243 -0.002 0.011 -0.012
H -2.328828 2.580496 2.765047 -0.010 -0.013 0.004
H 0.192163 3.426385 1.327623 0.026 -0.011 0.007
H 2.417060 4.339273 0.848056 0.000 0.003 0.001
H 4.408190 2.869847 0.916565 0.005 0.001 0.001
H 4.152682 0.485542 1.526684 0.008 -0.001 0.003
H 1.938031 -0.424984 2.048607 -0.007 -0.004 0.020
H -2.595579 -1.304201 3.565915 -0.007 0.010 0.007
H -2.750722 -2.027188 5.907689 0.000 0.002 0.002
H -1.165310 -1.147205 7.587513 0.001 -0.001 -0.001
H 0.579496 0.466065 6.912275 -0.001 0.000 0.000
H 0.739411 1.207235 4.571750 -0.005 0.011 0.005
H -2.812728 -0.286313 -0.236996 -0.031 -0.050 0.031
H -3.021757 -2.345233 -1.543274 -0.007 -0.002 0.005
H -1.709842 -4.344673 -0.917124 -0.004 0.003 0.008
H -0.070234 -4.191735 0.927116 -0.007 -0.003 0.007
H 0.262033 -2.093469 2.141119 -0.001 0.002 0.014
```
Forces are in eV/Å.

Computed properties:
Energy relative to the best compared isomer or geometry (same formula, charge and spin): 0.174 eV
Net charge: +1
Energy: -4425.3055 Eh
Strongest force on any atom: 0.83 eV/Å
Orbital gap: 6.730 eV
HOMO: -10.2 eV


(2)
This record from the Open Molecules 2025 dataset describes a structure of composition C34H30GeN6O7RbS at a distorted geometry. The level of theory is wB97M-V/def2-TZVPD.

```
80
Properties=species:S:1:pos:R:3:forces:R:3
Rb 0.766740 0.683794 0.958978 1.243 -1.085 0.612
C 5.254409 -2.676945 5.737246 0.024 -0.020 -0.016
C 3.923726 -2.021223 6.098025 -0.012 -0.022 -0.025
N 3.677344 -0.788328 5.385336 -0.030 -0.029 0.026
C 3.266020 -0.768460 4.061233 0.071 -0.066 -0.094
S 3.435619 0.747639 3.270801 -0.116 -0.040 -0.131
N 2.870240 -1.940137 3.610400 -0.044 0.077 -0.074
N 2.301408 -1.957305 2.368104 0.162 0.051 0.153
C 2.355839 -3.087534 1.762120 -0.086 0.000 -0.122
C 3.061858 -4.304724 2.299462 0.000 -0.021 0.016
C 1.695041 -3.200442 0.434042 0.037 0.018 0.082
C 1.954638 -4.290066 -0.401561 0.001 -0.001 -0.021
C 1.331607 -4.369083 -1.637449 0.014 -0.004 0.024
C 0.452131 -3.371676 -2.018090 0.015 0.003 0.015
C 0.245911 -2.331730 -1.120592 -0.051 0.036 -0.061
N 0.842936 -2.238204 0.060656 -0.084 0.066 -0.014
H 5.409858 -3.599836 6.303553 -0.015 -0.002 0.000
H 5.266135 -2.914004 4.672884 -0.004 0.009 0.003
H 6.090597 -2.005088 5.945652 -0.006 0.004 0.012
H 3.108649 -2.702517 5.859862 -0.008 -0.004 0.037
H 3.878115 -1.813617 7.171462 0.039 0.029 0.000
H 4.251047 0.007412 5.611074 -0.045 0.015 0.044
H 3.323683 -4.131520 3.339090 -0.008 -0.004 -0.004
H 2.430959 -5.193754 2.221803 -0.007 0.003 -0.010
H 3.981367 -4.504922 1.740416 0.006 0.010 0.010
H 2.646673 -5.060056 -0.091619 0.003 -0.002 -0.004
H 1.535317 -5.204685 -2.297138 0.000 0.003 -0.004
H -0.058121 -3.381956 -2.971755 0.014 -0.007 0.015
H -0.440419 -1.526899 -1.372223 -0.014 0.003 -0.012
O -1.367098 2.077634 1.139700 -0.650 0.384 0.057
C -1.192448 2.413260 -0.053465 -0.226 0.225 -0.165
O -0.086416 2.569862 -0.624194 -0.211 0.464 -0.347
C -2.435857 2.635509 -0.900596 -0.026 -0.021 0.006
C -3.312140 3.658831 -0.579326 0.028 -0.052 -0.023
C -4.393694 3.893566 -1.413589 -0.076 0.089 0.011
C -4.640538 3.134832 -2.543020 0.034 -0.041 0.005
C -3.777964 2.082994 -2.851502 -0.035 0.005 -0.010
C -2.661473 1.818037 -2.012613 0.061 -0.043 -0.018
O -1.799220 0.815537 -2.232913 -0.011 0.076 0.089
N -4.044432 1.333625 -3.992965 -0.013 0.008 0.014
O -5.049180 1.581373 -4.715044 -0.006 0.008 -0.001
O -3.260432 0.313002 -4.299862 0.031 0.002 -0.051
N -5.309764 4.986681 -1.093787 0.012 -0.049 -0.003
O -6.276879 5.169669 -1.816833 0.008 0.002 -0.005
O -5.074612 5.675360 -0.112099 0.010 0.001 0.000
H -3.149074 4.263453 0.299685 0.001 0.005 0.000
H -5.481002 3.325424 -3.188570 -0.003 0.012 0.001
C 0.761368 0.644348 -3.342769 0.004 -0.027 0.032
Ge -1.142714 0.540277 -3.931946 0.005 -0.077 -0.076
C -1.141115 -1.296270 -4.656549 0.002 -0.051 0.000
C -2.134635 -2.237491 -4.384340 -0.005 -0.002 -0.020
C -2.023287 -3.544682 -4.842474 -0.016 0.003 -0.031
C -0.927210 -3.931501 -5.602872 -0.005 -0.008 0.000
C 0.065576 -3.005287 -5.891325 -0.002 0.007 0.013
C -0.038691 -1.707093 -5.406698 0.018 -0.014 0.002
C -1.243901 2.184102 -5.005176 -0.028 0.089 0.037
C -0.842183 3.313027 -4.334016 0.008 -0.005 0.014
C -0.875177 4.586539 -4.946401 0.001 -0.020 -0.004
C -1.279485 4.712774 -6.241951 -0.002 -0.004 -0.006
C -1.691747 3.575371 -6.979840 0.001 0.040 -0.014
C -2.111119 3.688088 -8.329732 0.003 -0.006 0.012
C -2.524295 2.591384 -9.028261 0.004 -0.001 0.003
C -2.549163 1.326045 -8.401279 -0.012 -0.015 -0.003
C -2.153357 1.188332 -7.102030 0.001 0.017 0.008
C -1.696499 2.304516 -6.352534 -0.010 -0.036 0.006
H 1.411938 0.901676 -4.183224 -0.001 0.000 -0.007
H 1.105456 -0.304975 -2.926091 -0.002 -0.007 0.020
H 0.847836 1.417544 -2.577782 0.003 0.012 -0.013
H -3.004021 -1.931880 -3.818956 -0.006 0.010 0.004
H -2.800560 -4.263487 -4.610142 -0.001 0.000 0.005
H -0.846242 -4.949823 -5.965523 0.001 0.000 -0.001
H 0.926769 -3.295927 -6.481981 0.000 0.002 0.000
H 0.760512 -1.003412 -5.614118 -0.003 0.001 0.005
H -0.504135 3.241499 -3.302874 0.005 0.003 -0.003
H -0.576582 5.457559 -4.375739 0.002 0.001 -0.001
H -1.301884 5.683184 -6.726693 0.000 0.003 0.004
H -2.103831 4.669124 -8.793103 0.003 -0.002 -0.005
H -2.847163 2.690532 -10.058160 -0.003 -0.003 0.001
H -2.904984 0.461648 -8.948673 -0.001 0.003 -0.002
H -2.217178 0.227074 -6.610826 0.007 -0.007 0.001
```
Forces are in eV/Å.

Computed properties:
Energy relative to the best compared isomer or geometry (same formula, charge and spin): 0.000 eV
Net charge: -2
Energy: -4668.0367 Eh
2S+1: 2
Strongest force on any atom: 1.76 eV/Å
Orbital gap (spin up / spin down): 5.195 / 6.595 eV
HOMO (spin up / spin down): -1.4 / -2.8 eV